1.
{
  "formula": "H4KO2",
  "method": "wB97M-V/def2-TZVPD",
  "species": ["K", "O", "H", "H", "O", "H", "H"],
  "xyz": [[0.375879, -1.077047, 0.019881], [-2.535211, -0.823507, -0.228839], [-2.544971, -1.071567, -1.153279], [-3.431181, -0.539977, -0.046969], [2.363379, 1.039643, 0.351561], [2.693169, 1.100513, 1.248091], [3.078939, 1.371943, -0.190449]],
  "forces_ev_per_angstrom": [[-0.078, 0.281, 0.094], [0.779, -0.111, 0.021], [-0.273, -0.078, -0.339], [-0.267, 0.127, 0.206], [-0.479, -0.508, -0.049], [0.126, 0.141, 0.325], [0.192, 0.147, -0.259]],
  "lowdin_charge": [0.980, -0.089, 0.039, 0.059, -0.093, 0.050, 0.056],
  "homo_lumo_gap_ev": 12.1,
  "homo_ev": -16.05,
  "charge": 1,
  "max_force_ev_per_a": 0.79,
  "multiplicity": 1
}

2.
{
  "formula": "H4N2O2",
  "method": "wB97M-V/def2-TZVPD",
  "species": ["N", "N", "O", "O", "H", "H", "H", "H"],
  "xyz": [[-1.126101, 0.433083, 0.728928], [1.091097, -0.350343, -0.541493], [0.028604, 1.010571, 0.752659], [0.292972, -1.364795, -0.747429], [-0.979695, -0.569749, 0.687580], [-1.901556, 0.838935, 0.072595], [0.669218, 0.462122, -1.003006], [1.925461, -0.459824, 0.050166]],
  "forces_ev_per_angstrom": [[-0.982, 0.949, -0.987], [-1.502, -1.994, -2.099], [-1.160, 1.025, 0.794], [1.354, 0.818, 0.906], [-0.702, -0.518, 0.018], [1.971, -0.897, 1.297], [1.720, 0.140, 0.515], [-0.700, 0.478, -0.445]],
  "lowdin_charge": [-0.063, -0.069, -0.181, -0.163, 0.069, 0.151, 0.116, 0.140],
  "homo_lumo_gap_ev": [8.8, 9.6],
  "homo_ev": [-8.56, -9.10],
  "charge": 0,
  "max_force_ev_per_a": 3.26,
  "multiplicity": 1
}

3.
{
  "formula": "H4N2O2P",
  "method": "wB97M-V/def2-TZVPD",
  "species": ["N", "N", "O", "O", "P", "H", "H", "H", "H"],
  "xyz": [[0.487187, -1.424657, -0.458478], [-0.773399, -1.709288, 0.028097], [0.142705, 1.753155, -1.049325], [0.956954, 1.227612, 1.316751], [-0.162193, 1.361275, 0.314798], [0.554367, -0.445120, -0.812669], [1.291390, -1.547536, 0.282626], [-1.441750, -1.429724, -0.691174], [-1.055261, 2.214283, 1.069375]],
  "forces_ev_per_angstrom": [[1.319, 0.349, 1.311], [1.087, -0.383, 0.161], [0.293, 0.905, -3.290], [0.153, -0.408, -0.027], [-0.511, -0.478, 4.193], [0.206, -1.143, -0.163], [-2.565, 0.329, -1.639], [0.316, 0.424, -0.053], [-0.298, 0.406, -0.494]],
  "lowdin_charge": [-0.175, -0.098, -0.493, -0.542, 0.281, -0.003, 0.109, -0.012, -0.066],
  "homo_lumo_gap_ev": [8.8, 6.8],
  "homo_ev": [-4.22, -2.15],
  "charge": -1,
  "max_force_ev_per_a": 4.25,
  "multiplicity": 1
}

4.
{
  "formula": "H4N2O2P",
  "method": "wB97M-V/def2-TZVPD",
  "species": ["N", "P", "N", "O", "O", "H", "H", "H", "H"],
  "xyz": [[-0.496882, 1.125887, 0.033552], [0.793247, 0.014372, -0.023136], [-0.488432, -1.649033, 0.209954], [1.623308, 0.162757, 1.174788], [1.439384, 0.104344, -1.343680], [-0.679747, 1.542318, 0.929548], [-0.304271, 1.986579, -0.473229], [-0.504653, -2.082905, -0.707488], [-1.381950, -1.204317, 0.199692]],
  "forces_ev_per_angstrom": [[-0.721, 1.371, -0.401], [-1.937, -1.471, 0.386], [2.560, 1.751, -0.462], [0.365, -0.449, 1.442], [-0.296, -0.525, -1.127], [0.044, -0.687, 0.888], [0.281, -0.516, -0.751], [0.444, -0.171, -0.241], [-0.741, 0.696, 0.266]],
  "lowdin_charge": [-0.136, 0.225, -0.146, -0.414, -0.412, 0.010, 0.018, -0.060, -0.086],
  "homo_lumo_gap_ev": 9.2,
  "homo_ev": -4.72,
  "charge": -1,
  "max_force_ev_per_a": 3.14,
  "multiplicity": 1
}

5.
{
  "formula": "H4N2O2S",
  "method": "wB97M-V/def2-TZVPD",
  "species": ["N", "N", "O", "O", "S", "H", "H", "H", "H"],
  "xyz": [[0.197418, 0.183876, 0.524270], [0.542092, -0.922879, -0.096161], [-2.480941, -1.203519, 0.201352], [-3.220161, 1.058614, -0.620200], [-2.480891, 0.241237, 0.568985], [-0.163780, -1.600855, 0.181242], [0.659760, -0.830730, -1.085499], [0.447998, 0.992060, -0.020261], [-4.115548, 0.829508, -0.834698]],
  "forces_ev_per_angstrom": [[-0.397, 1.140, 1.413], [-0.737, -0.457, 0.042], [0.179, 0.964, 0.302], [1.049, 0.789, -0.212], [-0.111, -1.224, -0.195], [0.393, -0.711, -0.321], [0.100, -0.348, -0.704], [0.410, 0.402, -0.386], [-0.885, -0.556, 0.062]],
  "lowdin_charge": [-0.108, -0.057, -0.557, -0.388, 0.890, 0.065, 0.086, 0.030, 0.038],
  "homo_lumo_gap_ev": [7.5, 9.0],
  "homo_ev": [-8.01, -8.32],
  "charge": 0,
  "max_force_ev_per_a": 1.86,
  "multiplicity": 1
}

6.
{
  "formula": "H4N2O2S",
  "method": "wB97M-V/def2-TZVPD",
  "species": ["N", "N", "O", "O", "S", "H", "H", "H", "H"],
  "xyz": [[1.722168, -0.480878, 0.024490], [-0.974964, -0.287201, 0.281911], [0.696207, 1.555201, -0.949937], [-2.065759, 0.517437, -0.190189], [0.796347, 0.861718, 0.312443], [1.229675, -1.002280, -0.608111], [1.932773, -1.028372, 0.774005], [-0.997812, -0.205491, 1.361917], [-2.338637, 0.069869, -1.006530]],
  "forces_ev_per_angstrom": [[0.528, 3.022, -0.627], [1.596, 1.780, 1.903], [0.146, 0.518, -0.312], [0.768, -0.523, 0.542], [-2.090, -1.217, -0.296], [-1.303, -1.844, -2.376], [0.855, -1.532, 2.877], [-0.840, -0.339, -1.972], [0.340, 0.135, 0.260]],
  "lowdin_charge": [-0.176, -0.205, -0.495, -0.164, 0.880, 0.004, 0.009, 0.062, 0.085],
  "homo_lumo_gap_ev": 9.5,
  "homo_ev": -8.99,
  "charge": 0,
  "max_force_ev_per_a": 3.37,
  "multiplicity": 1
}

7.
{
  "formula": "H4N2O2S",
  "method": "wB97M-V/def2-TZVPD",
  "species": ["N", "S", "O", "O", "H", "N", "H", "H", "H"],
  "xyz": [[-2.564520, 0.248630, -0.846374], [-2.036225, 0.161070, 0.562616], [-0.668516, -0.225464, 0.758481], [-2.917723, 0.476584, 1.622055], [-1.946146, 0.030947, -1.555449], [2.521106, -0.289898, -0.390894], [1.576456, -0.027248, -0.034700], [3.018934, 0.624827, -0.264927], [3.016634, -0.999445, 0.149196]],
  "forces_ev_per_angstrom": [[-2.188, 0.776, 2.927], [0.716, -0.271, -2.339], [-0.436, 0.161, 0.650], [-0.011, -0.005, 0.292], [1.921, -0.650, -1.531], [-0.240, 2.109, 0.134], [1.036, -1.136, -0.027], [-0.171, -1.372, -0.253], [-0.626, 0.387, 0.147]],
  "lowdin_charge": [-0.134, 0.700, -0.297, -0.257, 0.002, -0.017, -0.018, 0.019, 0.002],
  "homo_lumo_gap_ev": 9.6,
  "homo_ev": -9.98,
  "charge": 0,
  "max_force_ev_per_a": 3.74,
  "multiplicity": 1
}

8.
{
  "formula": "H4N2O2Si",
  "method": "wB97M-V/def2-TZVPD",
  "species": ["H", "N", "Si", "N", "O", "O", "H", "H", "H"],
  "xyz": [[2.585885, 0.886821, -1.554891], [1.999985, 0.730470, -0.820683], [0.680722, 0.878128, 0.144363], [-0.834391, 0.062553, -0.267514], [-1.541297, -0.093440, 0.738058], [-0.997459, -0.519944, -1.306465], [0.333307, 2.023151, 1.166178], [-1.421716, -1.806407, 0.964858], [-0.805032, -2.161336, 0.936099]],
  "forces_ev_per_angstrom": [[1.867, -0.034, -1.889], [-6.026, 0.450, 5.158], [4.997, 2.447, -2.299], [-0.975, -1.497, 0.633], [-0.309, 1.882, -0.480], [-0.328, 0.047, -0.549], [0.468, -1.617, -0.826], [-0.837, -0.290, 0.191], [1.143, -1.389, 0.060]],
  "lowdin_charge": [-0.090, -0.129, 0.707, -0.540, -0.123, 0.049, 0.007, 0.052, 0.067],
  "homo_lumo_gap_ev": 8.3,
  "homo_ev": -10.04,
  "charge": 0,
  "max_force_ev_per_a": 7.95,
  "multiplicity": 1
}

9.
{
  "formula": "H4N2O2Si",
  "method": "wB97M-V/def2-TZVPD",
  "species": ["N", "Si", "N", "O", "O", "H", "H", "H", "H"],
  "xyz": [[0.878384, -0.584102, -0.418868], [-0.689973, 0.496326, 0.708914], [-2.326397, -0.073363, -0.016580], [-2.914328, 0.285074, -1.011217], [-2.557620, -1.112311, 0.608578], [0.734476, -1.557378, -0.392562], [0.847825, -0.262586, -1.408548], [-0.732899, 1.790116, 0.194947], [-1.079444, 0.053467, 2.180582]],
  "forces_ev_per_angstrom": [[-2.262, 3.928, 1.534], [1.262, -4.080, -1.058], [0.815, -0.913, -0.021], [-0.047, 0.237, 0.270], [-0.752, -0.193, -0.232], [-0.535, -1.361, 0.125], [-0.280, -0.244, 1.078], [0.614, 1.811, -0.127], [1.185, 0.814, -1.570]],
  "lowdin_charge": [-0.122, 0.876, -0.539, 0.012, -0.078, -0.064, -0.012, -0.079, 0.006],
  "homo_lumo_gap_ev": 9.8,
  "homo_ev": -10.18,
  "charge": 0,
  "max_force_ev_per_a": 4.79,
  "multiplicity": 1
}

10.
{
  "formula": "H4N2O3S",
  "method": "wB97M-V/def2-TZVPD",
  "species": ["N", "N", "O", "O", "O", "S", "H", "H", "H", "H"],
  "xyz": [[-1.271155, -2.048870, -0.102245], [0.798791, 1.471840, 0.290337], [-1.879315, 1.594841, 0.451848], [-1.864527, -0.991251, 0.507619], [0.508972, 0.598473, -0.698434], [-1.896800, 0.482781, -0.544653], [-1.743748, -2.382999, -0.846169], [-0.311966, -1.699771, -0.389849], [-0.023730, 2.096137, 0.380268], [0.956233, 0.941231, 1.126092]],
  "forces_ev_per_angstrom": [[4.794, 1.047, 2.220], [-1.473, -1.382, -1.859], [-0.183, -1.140, -1.394], [-1.230, 2.702, -0.686], [0.240, 1.169, 0.816], [0.514, -0.519, 2.770], [-2.244, -1.128, -3.088], [-1.294, -0.947, 0.218], [0.641, 0.265, 0.199], [0.234, -0.069, 0.806]],
  "lowdin_charge": [-0.056, -0.012, -0.533, -0.445, -0.274, 1.050, 0.022, 0.093, 0.065, 0.090],
  "homo_lumo_gap_ev": [8.1, 8.6],
  "homo_ev": [-9.01, -9.78],
  "charge": 0,
  "max_force_ev_per_a": 5.39,
  "multiplicity": 1
}